(1)
Computed, not measured: C34H40N3O2SiZr as an isolated structure in a non-equilibrium geometry, with ωB97M-V/def2-TZVPD.

Each line ends with the Löwdin charge.
Atoms and positions in Å:
Zr1 0.31 -0.05 0.49  1.7098
C1 -1.01 -2.26 4.16  0.0100
C2 -0.78 -1.79 2.76  -0.2338
N1 -0.35 -0.60 2.45  -0.1173
N2 -0.01 0.32 3.39  0.1124
C3 0.40 1.44 2.82  -0.4011
O1 0.34 1.64 1.55  -0.1948
C4 0.93 2.50 3.68  -0.1496
C5 1.65 3.55 3.09  -0.0111
C6 2.16 4.56 3.87  -0.0614
C7 1.93 4.57 5.24  -0.0593
C8 1.24 3.52 5.83  -0.0632
C9 0.75 2.48 5.06  -0.0153
C10 -0.94 -2.67 1.60  -0.1923
C11 -1.51 -3.94 1.69  0.0226
C12 -1.59 -4.72 0.55  -0.0144
C13 -1.05 -4.24 -0.63  -0.0066
C14 -0.49 -2.97 -0.64  -0.0875
N3 -0.46 -2.19 0.43  0.0038
H1 -0.82 -1.42 4.82  0.0761
H2 -0.32 -3.07 4.40  0.1046
H3 -2.03 -2.61 4.30  0.0940
H4 1.81 3.54 2.02  0.1130
H5 2.72 5.36 3.41  0.1096
H6 2.31 5.38 5.84  0.1105
H7 1.08 3.52 6.90  0.1089
H8 0.23 1.66 5.52  0.1090
H9 -1.90 -4.31 2.63  0.1197
H10 -2.06 -5.70 0.58  0.1226
H11 -1.06 -4.83 -1.53  0.1187
H12 -0.06 -2.56 -1.55  0.1120
C15 -1.64 3.05 -1.86  -0.0896
C16 -1.11 2.17 -3.00  -0.6002
C17 -2.14 2.15 -4.12  -0.0872
C18 0.18 2.82 -3.52  -0.0835
Si1 -0.71 0.39 -2.34  0.5572
O2 0.53 0.48 -1.33  -0.4279
C19 -0.24 -1.01 -3.54  -0.2282
C20 -1.12 -1.91 -4.14  -0.1080
C21 -0.67 -2.99 -4.88  -0.0782
C22 0.68 -3.14 -5.12  -0.0718
C23 1.58 -2.23 -4.59  -0.0680
C24 1.12 -1.20 -3.78  -0.0968
C25 -2.09 -0.17 -1.09  -0.2203
C26 -2.15 0.55 0.12  -0.2182
C27 -3.01 0.18 1.15  -0.0599
C28 -3.86 -0.91 0.99  -0.0551
C29 -3.85 -1.60 -0.21  -0.0488
C30 -2.97 -1.24 -1.22  -0.0843
H13 -1.85 4.05 -2.23  0.0941
H14 -0.89 3.13 -1.06  0.0803
H15 -2.56 2.65 -1.44  0.0756
H16 -2.39 3.17 -4.42  0.0888
H17 -3.05 1.65 -3.80  0.0788
H18 -1.74 1.62 -4.98  0.0805
H19 -0.02 3.84 -3.84  0.0921
H20 0.60 2.27 -4.36  0.0825
H21 0.94 2.84 -2.73  0.0753
H22 -2.19 -1.77 -4.02  0.0918
H23 -1.37 -3.70 -5.28  0.1068
H24 1.04 -3.97 -5.72  0.1088
H25 2.63 -2.32 -4.81  0.1092
H26 1.83 -0.52 -3.31  0.1003
H27 -1.58 1.48 0.21  0.0770
H28 -3.04 0.77 2.06  0.1254
H29 -4.52 -1.20 1.79  0.1145
H30 -4.54 -2.41 -0.37  0.1166
H31 -2.97 -1.82 -2.13  0.0890
C31 3.06 1.27 -0.01  -0.1057
C32 3.30 0.18 1.04  -0.5068
C33 4.73 -0.35 0.89  -0.0813
C34 2.28 -0.96 0.86  -0.2757
H32 3.85 2.02 0.03  0.0908
H33 2.09 1.77 0.13  0.0343
H34 3.07 0.82 -1.00  0.0776
H35 3.19 0.61 2.05  0.1262
H36 4.90 -0.65 -0.14  0.0816
H37 4.90 -1.21 1.54  0.0769
H38 5.46 0.42 1.15  0.0785
H39 2.34 -1.64 1.73  0.0658
H40 2.56 -1.53 -0.04  0.0696

Computed properties:
**Total charge**: +1
**HOMO-LUMO gap**: 7.28 eV
**Relative energy (zero: lowest compared OMol25 entry of this formula, charge and spin)**: 18.22 kcal/mol
**Spin multiplicity**: 1
**E_HOMO**: -11.295 eV

(2)
Computed, not measured: C34H40N4O3P2Zn as an isolated structure in a non-equilibrium geometry, with ωB97M-V/def2-TZVPD.

Each line ends with the Löwdin charge.
Atoms and positions in Å:
Zn1 1.56 -3.50 2.25  1.0924
C1 -2.95 -3.08 -1.49  -0.1079
C2 -1.74 -2.53 -1.60  -0.0950
C3 -1.27 -1.15 -1.22  -0.2166
C4 -1.22 -0.74 0.26  -0.1918
C5 -2.47 -0.66 1.10  -0.1165
C6 -3.75 -0.81 0.69  -0.0949
C7 -4.24 -0.93 -0.73  -0.1958
C8 -4.24 -2.36 -1.30  -0.1904
C9 -0.12 -3.20 3.17  -0.2012
H1 -3.03 -4.17 -1.54  0.1068
H2 -0.89 -3.23 -1.64  0.1019
H3 -1.82 -0.40 -1.82  0.0933
H4 -0.21 -1.12 -1.56  0.0912
H5 -0.51 -1.36 0.83  0.0783
H6 -0.76 0.27 0.26  0.0969
H7 -2.29 -0.23 2.10  0.1006
H8 -4.54 -0.74 1.45  0.1027
H9 -3.75 -0.22 -1.41  0.1016
H10 -5.30 -0.61 -0.70  0.1100
H11 -4.89 -3.00 -0.67  0.1203
H12 -4.68 -2.30 -2.30  0.1138
H13 -0.84 -4.03 3.08  0.0160
H14 -0.57 -2.29 2.76  -0.0356
H15 0.26 -3.10 4.21  -0.0160
P1 1.16 3.43 1.32  1.0990
P2 2.57 2.14 -1.44  1.0806
N1 -0.39 4.23 1.62  -0.2835
N2 2.07 4.60 2.38  -0.2519
N3 1.31 2.42 -2.68  -0.2638
N4 3.92 2.15 -2.64  -0.2705
C10 1.43 4.41 -0.22  -0.4192
C11 2.69 3.95 -0.99  -0.4060
C12 -1.51 3.57 2.13  -0.1533
C13 -2.56 4.48 2.27  -0.0952
C14 -2.07 5.76 1.84  -0.0803
C15 -0.75 5.57 1.42  -0.1437
C16 2.80 4.14 3.48  -0.1656
C17 3.51 5.21 4.03  -0.1015
C18 3.19 6.38 3.25  -0.0806
C19 2.31 5.97 2.25  -0.1499
C20 0.22 1.55 -2.77  -0.1435
C21 -0.71 2.09 -3.66  -0.0791
C22 -0.17 3.32 -4.14  -0.0818
C23 1.05 3.52 -3.51  -0.1738
C24 4.09 2.78 -3.88  -0.1299
C25 5.39 2.54 -4.33  -0.0850
C26 6.06 1.77 -3.31  -0.1006
C27 5.14 1.57 -2.28  -0.1698
H16 1.55 5.49 -0.04  0.0551
H17 0.53 4.28 -0.85  0.0850
H18 2.84 4.60 -1.88  0.0761
H19 3.59 4.06 -0.36  0.0839
H20 -1.46 2.51 2.32  0.0820
H21 -3.55 4.27 2.64  0.0900
H22 -2.60 6.71 1.84  0.0934
H23 -0.07 6.27 0.95  0.0830
H24 2.75 3.10 3.76  0.0875
H25 4.18 5.18 4.88  0.0860
H26 3.54 7.39 3.40  0.0895
H27 1.87 6.55 1.46  0.0774
H28 0.22 0.64 -2.20  0.0511
H29 -1.65 1.64 -3.94  0.0891
H30 -0.61 3.99 -4.88  0.0964
H31 1.73 4.36 -3.57  0.0953
H32 3.30 3.33 -4.35  0.0775
H33 5.81 2.88 -5.26  0.0879
H34 7.07 1.42 -3.33  0.0839
H35 5.23 1.06 -1.34  0.0831
O1 -2.77 -6.73 -0.12  0.0130
C28 -2.16 -7.73 0.52  -0.2830
C29 -2.72 -9.02 0.44  -0.0240
C30 -2.06 -10.09 1.04  -0.1025
C31 -0.85 -9.88 1.73  -0.1062
C32 -0.34 -8.57 1.86  -0.0416
C33 -0.96 -7.47 1.26  -0.0689
C34 -0.39 -6.06 1.33  -0.5708
O2 0.74 -5.89 1.85  -0.1076
O3 -1.16 -5.13 0.85  -0.0497
H36 -2.21 -5.88 0.19  0.0560
H37 -3.66 -9.16 -0.10  0.1140
H38 -2.48 -11.09 0.97  0.1006
H39 -0.30 -10.73 2.17  0.0941
H40 0.56 -8.38 2.45  0.1083

Computed properties:
**Total charge**: 0
**HOMO-LUMO gap**: 4.45 eV
**Relative energy (zero: lowest compared OMol25 entry of this formula, charge and spin)**: 6.60 kcal/mol
**Spin multiplicity**: 1
**E_HOMO**: -7.435 eV

(3)
Computed, not measured: a 5-piece molecular cluster, C34H41B3N2O19 overall in a non-equilibrium geometry, with ωB97M-V/def2-TZVPD.

Each line ends with the Löwdin charge.
Atoms and positions in Å:
C1 -2.74 -2.66 -0.87  -0.1133
C2 -2.43 -3.06 -2.30  -0.2712
C3 -1.15 -2.40 -2.85  -0.2040
C4 -1.37 -1.28 -3.90  -0.2174
C5 -0.69 0.04 -3.53  -0.2166
C6 -1.55 0.90 -2.60  -0.2245
C7 -0.76 1.95 -1.82  -0.2109
C8 -1.63 2.74 -0.83  -0.2137
C9 -1.22 2.52 0.63  -0.2229
C10 -2.00 3.39 1.62  -0.0625
B1 -1.40 3.51 3.05  -0.5006
O1 -2.10 4.11 4.09  0.2977
B2 -1.39 5.11 4.73  -0.6581
N1 -1.98 6.35 5.08  0.2284
O2 -0.04 4.84 5.01  0.3057
B3 0.64 3.99 4.17  -0.6217
N2 2.10 4.00 4.15  0.1784
O3 -0.09 3.15 3.34  0.2977
H1 -1.99 -3.05 -0.18  0.0737
H2 -3.72 -3.04 -0.55  0.0684
H3 -2.77 -1.57 -0.75  0.0555
H4 -3.27 -2.82 -2.95  0.0874
H5 -2.32 -4.15 -2.34  0.0985
H6 -0.60 -1.97 -2.00  0.1020
H7 -0.49 -3.16 -3.28  0.1002
H8 -2.44 -1.11 -4.01  0.1026
H9 -1.03 -1.61 -4.88  0.0945
H10 -0.45 0.61 -4.44  0.1095
H11 0.26 -0.17 -3.02  0.1072
H12 -2.32 1.41 -3.19  0.1192
H13 -2.07 0.25 -1.90  0.0986
H14 -0.31 2.64 -2.54  0.1116
H15 0.06 1.45 -1.29  0.1088
H16 -1.59 3.81 -1.04  0.1084
H17 -2.68 2.44 -0.94  0.1117
H18 -1.38 1.46 0.88  0.1240
H19 -0.15 2.70 0.74  0.1131
H20 -2.07 4.42 1.23  0.1249
H21 -3.04 3.04 1.71  0.1227
H22 -1.43 6.94 5.68  0.0872
H23 -2.41 6.91 4.35  0.0883
H24 2.44 4.62 3.41  0.1105
H25 2.47 3.09 3.89  0.0857
C11 -4.03 -6.78 -6.41  0.0759
C12 -3.17 -5.82 -6.01  -0.2243
C13 -3.60 -4.38 -5.79  -0.2957
O4 -2.73 -3.62 -5.41  0.0936
C14 -4.97 -4.01 -6.04  0.0762
C15 -5.83 -4.96 -6.44  -0.2268
C16 -5.40 -6.41 -6.64  -0.2981
O5 -6.28 -7.17 -7.00  0.0953
O6 -7.10 -4.75 -6.70  0.1241
O7 -1.89 -6.03 -5.76  0.1232
H26 -3.73 -7.80 -6.57  0.1377
H27 -5.27 -2.98 -5.89  0.1369
H28 -7.47 -5.62 -6.97  0.1213
H29 -1.54 -5.16 -5.48  0.1196
C17 7.10 3.30 4.83  0.0658
C18 7.98 3.94 5.61  -0.2341
C19 7.57 5.03 6.58  -0.3105
O8 8.48 5.53 7.23  0.0825
C20 6.19 5.41 6.66  0.0645
C21 5.28 4.77 5.89  -0.2278
C22 5.70 3.67 4.91  -0.3024
O9 4.83 3.15 4.25  0.0916
O10 4.01 5.06 5.94  0.1075
O11 9.28 3.69 5.63  0.1172
H30 7.39 2.52 4.14  0.1333
H31 5.91 6.19 7.35  0.1340
H32 3.43 4.50 5.34  0.0771
H33 9.65 4.30 6.30  0.1198
C23 7.59 6.18 12.22  0.0678
C24 8.40 6.14 11.15  -0.2298
C25 9.51 5.10 11.00  -0.3125
O12 10.18 5.16 9.99  0.1049
C26 9.69 4.13 12.05  0.0689
C27 8.88 4.17 13.12  -0.2360
C28 7.77 5.20 13.26  -0.3149
O13 7.09 5.12 14.27  0.0960
O14 8.95 3.34 14.14  0.1137
O15 8.31 6.99 10.14  0.1165
H34 6.81 6.91 12.32  0.1345
H35 10.48 3.40 11.95  0.1342
H36 8.23 3.61 14.75  0.1183
H37 8.98 6.74 9.47  0.1086
C29 -8.22 -7.70 -11.95  0.0683
C30 -7.36 -7.99 -12.94  -0.2329
C31 -6.06 -8.76 -12.70  -0.3142
O16 -5.39 -8.97 -13.70  0.0967
C32 -5.73 -9.17 -11.36  0.0681
C33 -6.58 -8.88 -10.37  -0.2305
C34 -7.89 -8.12 -10.61  -0.3096
O17 -8.57 -7.93 -9.62  0.1003
O18 -6.39 -9.20 -9.11  0.1117
O19 -7.54 -7.66 -14.20  0.1170
H38 -9.14 -7.16 -12.11  0.1346
H39 -4.80 -9.70 -11.20  0.1345
H40 -7.15 -8.84 -8.60  0.1041
H41 -6.76 -8.01 -14.68  0.1196

Computed properties:
**Total charge**: 0
**HOMO-LUMO gap**: 7.81 eV
**Relative energy (zero: lowest compared OMol25 entry of this formula, charge and spin)**: 0.00 kcal/mol
**Spin multiplicity**: 1
**E_HOMO**: -9.426 eV
**SMILES**: CCCCCCCCCCB1OB(N)OB(N)O1.O=C1C=C(O)C(=O)C=C1O.O=C1C=C(O)C(=O)C=C1O.O=C1C=C(O)C(=O)C=C1O.O=C1C=C(O)C(=O)C=C1O